(1)
The following is a quantum chemistry calculation of a 2-piece molecular cluster, CO5S overall, from the Open Molecules 2025 dataset.

Results
Electronic energy ... -812.49563 Ha
Relative energy (zero: lowest compared OMol25 entry of this formula, charge and spin) ... 0.0 kJ/mol
Orbital gap ... 11.79 eV
SMILES ... O=S(=O)=O.O=C=O
Largest force on an atom ... 0.0335 hartree/bohr
HOMO energy ... -12.104 eV

Geometry as ORCA input:
```
! wB97M-V def2-TZVPD RIJCOSX def2/J DEFGRID3
* xyz 0 1
O 1.475 1.220 0.275
S 0.860 0.760 -0.918
O 1.347 -0.424 -1.540
O -0.098 1.559 -1.590
O -1.486 -1.867 1.988
C -1.193 -1.041 1.261
O -0.904 -0.207 0.525
*
```

***

(2)
The following is a quantum chemistry calculation of Ca2Cs4O24Pd2S6 as an isolated structure, from the Open Molecules 2025 dataset.

Results
Electronic energy ... -5886.94778 Ha
<S²> ... 6.02
Orbital gap (alpha / beta) ... 8.45 / 7.17 eV
Largest force on an atom ... 0.1145 hartree/bohr
HOMO energy (alpha / beta) ... -9.221 / -9.505 eV

Geometry as ORCA input:
```
! wB97M-V def2-TZVPD RIJCOSX def2/J DEFGRID3
* xyz 0 5
Pd 1.427 0.988 16.224
Pd -1.438 -1.448 14.101
Ca 2.297 -0.532 13.159
Ca -0.688 2.003 13.026
Cs 4.161 0.379 18.609
Cs 0.836 -4.108 14.073
Cs -0.759 2.343 19.943
Cs -1.132 4.728 15.442
S -2.303 1.416 15.491
O -2.857 1.839 14.206
O -0.725 1.586 15.610
O -2.776 2.142 16.656
O -2.503 -0.095 15.625
S -2.214 3.905 11.410
O -2.111 2.469 11.014
O -3.563 4.320 11.540
O -1.380 4.086 12.612
O -1.935 4.763 10.236
S 0.178 -1.564 11.603
O 0.094 -0.329 12.613
O 1.554 -2.174 11.835
O -0.880 -2.489 12.095
O -0.030 -1.015 10.297
S 1.821 3.083 17.936
O 1.052 1.707 18.097
O 2.797 3.065 18.978
O 2.199 3.020 16.527
O 0.693 4.069 18.105
S 2.575 2.296 13.173
O 1.607 3.107 12.369
O 3.207 1.251 12.344
O 3.591 3.024 13.852
O 1.597 1.457 14.067
S 2.189 -1.689 16.479
O 3.605 -1.795 16.166
O 1.728 -2.933 17.142
O 1.855 -0.600 17.439
O 1.381 -1.421 15.228
*
```